No. 1
{
  "formula": "C33H55BBrIO12S",
  "method": "wB97M-V/def2-TZVPD",
  "orbital_gap_ev": 8.41,
  "relative_energy_kj_mol": 0.0,
  "multiplicity": 1,
  "smiles": "C#C[C@](CCC(=O)O)(OC[C@@H](C)CC(C)C)O[C@@](I)(B(C)O)[C@H](S)O[C@](Br)(CC=C)CCCCCCC.O=C1OCCO1.O=C1OCCO1",
  "charge": 0,
  "symbols": ["C", "C", "C", "C", "C", "C", "O", "O", "O", "C", "C", "C", "C", "C", "C", "C", "O", "C", "I", "B", "C", "O", "C", "S", "O", "C", "Br", "C", "C", "C", "C", "C", "C", "C", "C", "C", "C", "H", "H", "H", "H", "H", "H", "H", "H", "H", "H", "H", "H", "H", "H", "H", "H", "H", "H", "H", "H", "H", "H", "H", "H", "H", "H", "H", "H", "H", "H", "H", "H", "H", "H", "H", "H", "H", "H", "H", "H", "H", "H", "H", "H", "H", "H", "H", "O", "C", "O", "C", "C", "O", "H", "H", "H", "H", "O", "C", "O", "C", "C", "O", "H", "H", "H", "H"],
  "coordinates": [[-3.537, -2.026, 4.165], [-2.835, -2.068, 3.212], [-1.933, -2.116, 2.056], [-2.834, -1.960, 0.769], [-2.495, -0.796, -0.151], [-2.951, 0.544, 0.362], [-3.445, 0.741, 1.430], [-2.798, 1.567, -0.526], [-1.428, -3.449, 2.024], [-0.333, -3.623, 1.135], [-0.358, -5.076, 0.603], [-0.967, -6.014, 1.666], [-1.206, -5.219, -0.660], [-0.758, -4.409, -1.908], [0.738, -4.036, -1.916], [-1.094, -5.176, -3.216], [-0.928, -1.144, 1.989], [-0.251, -0.761, 3.163], [-1.314, 0.776, 4.319], [0.348, -1.933, 4.116], [-0.198, -2.188, 5.569], [1.387, -2.686, 3.654], [1.036, -0.047, 2.617], [2.043, 0.482, 4.081], [0.619, 1.011, 1.791], [1.364, 1.266, 0.642], [1.210, -0.291, -0.644], [2.862, 1.459, 0.858], [3.176, 2.713, 1.620], [4.308, 3.427, 1.335], [0.666, 2.460, -0.012], [1.423, 3.240, -1.093], [1.309, 2.678, -2.522], [-0.153, 2.635, -3.027], [-0.602, 1.294, -3.629], [-0.334, 1.172, -5.129], [1.156, 1.198, -5.509], [-4.133, -2.150, 5.040], [-2.793, -2.879, 0.189], [-3.871, -1.838, 1.073], [-3.074, -0.946, -1.073], [-1.454, -0.771, -0.467], [-2.426, 1.200, -1.340], [0.632, -3.470, 1.617], [-0.387, -2.955, 0.275], [0.657, -5.438, 0.451], [-0.719, -7.053, 1.449], [-2.047, -5.902, 1.706], [-0.549, -5.782, 2.647], [-1.164, -6.276, -0.948], [-2.257, -5.012, -0.451], [-1.351, -3.491, -1.928], [0.906, -3.059, -1.463], [1.056, -3.923, -2.953], [1.373, -4.782, -1.446], [-1.637, -4.537, -3.909], [-0.183, -5.500, -3.717], [-1.664, -6.078, -2.995], [0.198, -1.368, 6.180], [-1.279, -2.112, 5.645], [0.193, -3.105, 6.016], [1.526, -3.408, 4.276], [1.680, -0.773, 2.123], [2.017, 1.813, 3.989], [3.315, 1.602, -0.129], [3.357, 0.596, 1.297], [2.497, 3.105, 2.375], [5.082, 3.632, 2.068], [4.455, 3.853, 0.343], [0.420, 3.159, 0.791], [-0.286, 2.121, -0.410], [2.462, 3.441, -0.844], [0.937, 4.219, -1.154], [1.848, 1.741, -2.648], [1.833, 3.408, -3.147], [-0.833, 2.979, -2.246], [-0.246, 3.373, -3.827], [-0.161, 0.437, -3.118], [-1.688, 1.218, -3.489], [-0.717, 0.193, -5.430], [-0.913, 1.905, -5.690], [1.797, 0.792, -4.728], [1.440, 2.205, -5.811], [1.273, 0.537, -6.369], [-1.714, 0.245, 8.001], [-1.954, 1.392, 8.175], [-1.431, 2.141, 9.179], [-1.762, 3.508, 8.931], [-2.992, 3.389, 8.059], [-2.788, 2.136, 7.400], [-1.949, 4.033, 9.864], [-0.927, 3.985, 8.414], [-3.913, 3.334, 8.642], [-3.079, 4.193, 7.332], [0.098, 3.365, -8.151], [1.215, 3.749, -8.259], [1.819, 4.612, -7.404], [3.212, 4.652, -7.727], [3.220, 4.217, -9.178], [2.061, 3.383, -9.253], [3.611, 5.652, -7.578], [3.744, 3.955, -7.078], [3.097, 5.054, -9.867], [4.112, 3.660, -9.452]],
  "forces_ev_per_a": [[-0.9270, -0.5390, 1.1199], [1.3006, 0.1962, -0.6731], [-1.3325, -0.7652, -1.4503], [0.2765, 0.6213, 0.0110], [-0.5372, -0.2453, -0.4518], [0.2082, 0.0976, 0.1481], [-0.0969, 0.0391, 0.0364], [0.0887, -0.1946, -0.0195], [0.6645, 0.7294, 0.6300], [0.3525, -1.1029, -0.8389], [-1.2474, -0.0536, 0.7468], [0.5392, 0.0763, 0.0196], [0.8186, -0.2354, -0.6652], [0.0628, -0.2821, -0.1243], [-0.4197, 0.4344, -0.3769], [0.0531, 0.0407, 0.4217], [-0.1996, 0.0226, 0.6924], [1.6244, 0.4825, -0.4845], [-0.1910, -0.1705, -0.2398], [-1.1676, -0.3562, 0.9928], [0.5186, 0.2747, -0.2082], [-0.1343, 0.1839, -0.3041], [-0.8765, 0.4864, 0.8340], [0.7369, -0.4504, 0.0220], [0.6904, -0.3533, -0.2949], [-0.1391, 0.2658, -0.0731], [0.1118, -0.2037, 0.1109], [-1.1034, 1.4627, -1.3492], [0.7385, 0.4675, 0.0391], [-0.4411, -0.1320, -0.0467], [0.4335, 0.2046, -0.0298], [-0.5863, -0.2058, -0.5340], [0.0880, 0.7914, 0.0215], [0.4857, -0.2591, -0.3474], [-0.5109, 0.4279, -0.0214], [0.1606, -0.7930, 0.3516], [-0.6739, -0.1133, -0.5028], [-0.0183, 0.3067, -0.0827], [0.2037, -0.1221, 0.1260], [0.0142, -0.0299, 0.1627], [0.0563, -0.0628, -0.0423], [0.1170, 0.1038, 0.1946], [0.0365, 0.1634, -0.0529], [-0.1780, 0.3201, 0.2609], [-0.1121, 0.2827, 0.1549], [0.1182, 0.2954, -0.2741], [-0.0874, -0.0292, -0.1176], [-0.0362, -0.0037, 0.1265], [-0.1262, -0.0417, 0.0946], [-0.0669, -0.0610, 0.1113], [-0.0147, 0.0528, 0.1455], [0.1636, 0.1484, 0.0507], [0.1748, -0.1235, 0.3144], [0.1221, -0.0218, -0.0026], [0.0244, -0.0463, 0.0095], [-0.1098, -0.1302, -0.0897], [0.0324, -0.0403, -0.0053], [-0.2585, 0.0855, -0.1874], [-0.0842, 0.0496, 0.0476], [-0.0356, -0.1492, 0.0631], [-0.2228, -0.1297, -0.0134], [0.2836, 0.0292, -0.0456], [-0.2694, -0.0519, -0.3756], [-0.4340, -0.0379, -0.2061], [0.0754, -0.3085, -0.0305], [-0.0750, 0.0478, 0.2915], [0.6384, -1.1163, 1.1566], [-0.8593, 1.4821, 0.4907], [0.9399, -1.5555, -0.5237], [0.0546, -0.1472, 0.1866], [-0.1118, -0.0309, 0.1111], [0.0469, -0.0921, 0.1452], [0.0604, 0.0757, 0.1825], [-0.1983, -0.1916, 0.0987], [0.1808, -0.1577, -0.0717], [-0.0158, -0.1620, 0.1045], [-0.0998, 0.0906, 0.0509], [0.1195, 0.0747, 0.1455], [-0.0318, -0.1179, -0.0389], [-0.1406, 0.0361, -0.0418], [0.1502, 0.1557, -0.0194], [0.0332, 0.2105, 0.1361], [0.3644, -0.0027, 0.2171], [0.2198, 0.1965, -0.1558], [-0.0304, -0.0918, 0.0146], [0.0051, -0.1159, -0.0747], [-0.0880, 0.0694, -0.0954], [0.0443, 0.1872, 0.0432], [-0.1566, 0.1965, -0.0666], [0.1779, 0.0314, 0.2340], [0.0302, -0.1549, 0.0869], [-0.0144, -0.0263, -0.0394], [0.0219, -0.0277, 0.0270], [0.0186, -0.1255, -0.1334], [-0.0487, -0.0101, 0.0444], [-0.1441, -0.0642, -0.0242], [0.0800, -0.0574, -0.1028], [0.1879, 0.0530, 0.0552], [0.1712, 0.0578, -0.0791], [0.0689, 0.1020, 0.1144], [-0.1721, 0.0554, 0.0502], [-0.0230, -0.0361, -0.0248], [-0.0331, 0.0154, 0.0298], [-0.1082, -0.1514, -0.0234]]
}



No. 2
{
  "formula": "C8H6N2O2",
  "method": "wB97M-V/def2-TZVPD",
  "orbital_gap_ev": 8.89,
  "relative_energy_kj_mol": 259.4,
  "multiplicity": 1,
  "smiles": "O=C1N=C(NO)c2ccccc21",
  "charge": 0,
  "symbols": ["O", "C", "N", "C", "N", "O", "C", "C", "C", "C", "C", "C", "H", "H", "H", "H", "H", "H"],
  "coordinates": [[-3.238, -0.084, -0.438], [-2.116, -0.579, -0.320], [-1.688, -1.687, -1.023], [-0.456, -1.804, -0.656], [0.303, -2.729, -1.350], [1.675, -3.039, -1.059], [-0.022, -0.923, 0.423], [1.134, -0.779, 1.198], [1.148, 0.181, 2.187], [0.007, 0.948, 2.468], [-1.121, 0.797, 1.671], [-1.127, -0.115, 0.639], [-0.218, -3.255, -2.048], [2.295, -2.689, -1.741], [2.024, -1.397, 0.978], [2.016, 0.348, 2.807], [0.005, 1.634, 3.286], [-2.014, 1.357, 1.889]],
  "forces_ev_per_a": [[1.5572, -0.5402, 0.0571], [-4.5976, 1.0688, -0.2553], [0.3481, 0.2213, -0.2214], [2.0179, -2.3279, -1.6112], [0.7140, 1.1286, 0.6568], [-1.3339, 0.0746, -0.0401], [0.9771, 0.7402, 0.9765], [0.5144, -0.8880, -1.1875], [-0.5579, 0.5783, 0.6727], [0.3212, -0.8791, -0.9999], [-0.6052, 0.2925, 0.1727], [1.8042, -0.1557, 0.9250], [0.6756, -0.2317, 0.1424], [-1.2416, 0.1306, 0.1998], [-0.6360, 0.4063, 0.2923], [0.2114, -0.1869, -0.0579], [0.0202, 0.3575, 0.3274], [-0.1892, 0.2109, -0.0494]]
}



No. 3
{
  "formula": "C10H10ClN2",
  "method": "wB97M-V/def2-TZVPD",
  "orbital_gap_ev": [7.76, 7.76],
  "multiplicity": 1,
  "charge": 1,
  "symbols": ["C", "C", "C", "C", "C", "C", "C", "C", "C", "C", "N", "N", "Cl", "H", "H", "H", "H", "H", "H", "H", "H", "H", "H"],
  "coordinates": [[-0.930, 0.785, 0.556], [2.495, -0.444, 1.246], [3.806, -0.153, 1.234], [2.445, 0.143, -1.145], [1.823, -0.376, 0.023], [4.367, 0.281, -0.043], [-0.111, -2.291, 0.161], [-0.319, -1.632, -1.149], [0.600, -1.067, -0.195], [-1.728, 2.892, -0.538], [3.760, 0.285, -1.160], [-1.241, 1.713, -0.054], [6.089, 0.513, -0.080], [2.023, -0.902, 2.001], [4.388, -0.037, 2.118], [2.090, 0.014, -2.129], [-0.976, -2.232, 0.821], [0.322, -3.194, 0.408], [0.050, -1.977, -2.113], [-1.306, -1.135, -1.221], [-2.263, 3.604, 0.034], [-0.864, 3.287, -1.075], [-2.400, 2.529, -1.320]],
  "forces_ev_per_a": [[0.3988, -0.8000, 0.0436], [1.4718, 0.3119, -2.7801], [0.7791, 2.0248, -1.2873], [0.9736, -2.1696, 1.2662], [-2.0795, -0.1361, -2.0694], [1.7846, -1.2964, 3.2000], [-1.5004, 1.3646, 1.3221], [-0.9256, 0.7227, -1.7457], [0.7618, 0.3319, 1.0121], [0.1538, 0.1883, -3.8330], [-0.6887, 1.4754, -1.6186], [0.0843, -1.1262, 2.6587], [-0.6188, 0.1093, 0.0811], [-1.6350, -1.1844, 3.0959], [0.5125, -0.4202, 0.4451], [-1.3470, 0.3747, -0.8392], [0.0308, 0.5501, -0.0852], [1.6946, -1.7139, -0.1494], [0.0846, -0.0966, 0.2104], [0.7509, -0.3285, -0.0679], [-0.0482, 0.2323, 1.3432], [-0.3537, 0.9069, 0.0335], [-0.2842, 0.6791, -0.2362]]
}



No. 4
{
  "formula": "C29H41F5P2Ti",
  "method": "wB97M-V/def2-TZVPD",
  "orbital_gap_ev": [4.21, 4.47],
  "multiplicity": 1,
  "charge": 2,
  "symbols": ["Ti", "C", "C", "C", "C", "C", "C", "H", "H", "H", "C", "H", "H", "H", "C", "H", "H", "H", "C", "H", "H", "H", "C", "H", "H", "H", "C", "C", "C", "C", "C", "C", "C", "C", "H", "H", "H", "H", "H", "H", "H", "H", "H", "H", "H", "H", "P", "C", "C", "P", "C", "C", "C", "H", "H", "H", "H", "H", "H", "H", "H", "H", "H", "H", "H", "H", "H", "F", "C", "C", "C", "F", "C", "F", "C", "F", "C", "F"],
  "coordinates": [[-0.235, -1.096, 1.283], [-1.687, -1.265, 2.746], [-1.381, -2.547, 2.130], [0.626, -1.659, 3.002], [-0.455, -0.719, 3.310], [0.049, -2.796, 2.285], [-3.058, -0.705, 2.936], [-3.648, -0.723, 2.012], [-3.024, 0.329, 3.293], [-3.632, -1.294, 3.669], [-0.335, 0.446, 4.191], [-1.187, 1.121, 4.116], [0.731, 1.174, 3.992], [-0.202, 0.136, 5.235], [2.060, -1.418, 3.308], [2.252, -1.474, 4.389], [2.385, -0.417, 2.989], [2.690, -2.151, 2.799], [0.793, -3.937, 1.700], [0.791, -4.805, 2.371], [1.833, -3.668, 1.493], [0.336, -4.260, 0.759], [-2.349, -3.430, 1.417], [-2.434, -4.410, 1.913], [-2.012, -3.612, 0.385], [-3.343, -2.965, 1.379], [-1.523, 1.754, -0.197], [-2.725, 1.159, -0.374], [-2.936, -0.253, -0.903], [-1.881, -0.721, -1.927], [-0.601, -1.255, -1.476], [0.683, -0.600, -1.827], [0.793, 0.689, -0.951], [-0.333, 1.735, -1.125], [-3.922, -0.309, -1.412], [-1.744, 0.177, -2.622], [-2.995, -1.005, -0.093], [-0.750, 1.717, -2.165], [-1.318, 2.311, 0.728], [-3.630, 1.633, 0.042], [0.139, 2.736, -1.041], [0.898, 0.378, 0.131], [1.504, -1.260, -1.507], [1.748, 1.188, -1.175], [-2.346, -1.492, -2.578], [-0.544, -2.326, -1.277], [-1.098, 1.382, -4.026], [-1.082, 3.161, -4.384], [-2.145, 0.541, -5.254], [1.143, -0.655, -3.587], [0.628, 0.900, -4.336], [0.375, -2.092, -4.363], [2.940, -0.798, -3.738], [-0.125, 3.593, -4.058], [-1.896, 3.661, -3.841], [-1.204, 3.315, -5.465], [-1.991, 0.996, -6.242], [-3.200, 0.659, -4.961], [-1.921, -0.534, -5.297], [3.251, -0.556, -4.766], [3.264, -1.822, -3.497], [3.454, -0.109, -3.052], [1.254, 1.703, -3.907], [0.777, 0.883, -5.427], [0.975, -2.984, -4.144], [0.325, -1.976, -5.451], [-0.633, -2.281, -3.981], [2.049, 1.328, 6.348], [2.394, 2.075, 5.260], [1.698, 1.935, 4.084], [2.129, 2.685, 3.016], [1.501, 2.561, 1.808], [3.196, 3.585, 3.107], [3.574, 4.310, 2.045], [3.865, 3.732, 4.320], [4.855, 4.631, 4.440], [3.466, 2.967, 5.407], [4.100, 3.093, 6.589]],
  "forces_ev_per_a": [[0.8757, 5.6409, -7.9665], [-0.6948, -1.5281, -0.3451], [0.4361, -1.0161, 3.2316], [-0.2223, -1.1039, 0.1078], [0.5233, 0.8211, 3.1207], [-1.8601, -0.5804, 1.7817], [-0.5086, 0.2523, -0.1263], [0.1726, 0.0836, 0.1378], [-0.0619, -0.2046, -0.1470], [0.3448, 0.1152, -0.1054], [-3.8900, -3.9082, -0.7605], [0.2655, 0.1904, -0.0776], [2.3192, 1.6318, -0.1001], [1.2231, 0.6215, -0.2538], [0.5703, 0.1514, 0.2978], [0.0402, -0.0976, -0.2335], [-0.0158, -0.2370, 0.0427], [0.0102, 0.0882, 0.2084], [0.2097, -0.2822, -0.3841], [0.0315, 0.2081, -0.0453], [-0.0951, -0.1416, 0.0490], [0.0401, -0.0217, 0.0933], [-0.2494, -0.0447, -0.2503], [0.0530, 0.3507, -0.0820], [-0.1663, -0.0133, 0.2119], [0.2808, -0.2250, -0.0239], [0.4297, -0.4402, 0.6370], [0.0880, -0.8069, 1.0115], [-0.5261, 0.2767, -1.8301], [-1.5804, 0.4028, -1.2938], [0.8373, -1.2603, 3.5255], [0.4215, -0.4486, 1.4319], [0.8442, 0.5077, -1.2513], [0.5215, 0.1137, 0.3996], [0.3963, 0.0257, 0.3453], [-0.1531, -1.5311, 1.1264], [0.0106, 0.5843, 0.0850], [0.5654, -0.2031, 1.1580], [-0.7931, 0.9595, -0.7360], [0.6260, -0.5074, 0.6498], [-0.2227, -0.5063, 0.2013], [0.1451, 0.2612, -0.6547], [-0.0539, -0.0702, 0.4268], [-0.0286, 0.0257, 0.2770], [-0.2215, 0.3147, 0.2823], [0.0035, -0.1974, -0.8771], [-1.2367, 0.6149, -0.2297], [0.0914, 0.1900, -0.8389], [0.2404, 0.2897, -0.7343], [-0.1314, 1.0111, -0.1323], [0.4272, 0.0279, -1.2076], [-0.0193, -0.2746, -0.0404], [0.2322, -0.0581, -0.1497], [-0.3224, -0.0611, -0.1054], [0.2088, -0.1988, -0.2023], [0.0924, 0.3371, 0.2708], [-0.2096, -0.3444, 0.0369], [0.3855, 0.0042, -0.0698], [-0.0691, 0.3273, 0.0247], [-0.1027, -0.1428, 0.3129], [-0.1674, 0.3103, -0.1054], [-0.2915, -0.1070, -0.1904], [-0.0959, -0.3797, -0.1554], [0.3926, -0.0344, 0.2377], [-0.0479, 0.2259, -0.0143], [0.1312, 0.0937, 0.1787], [0.1633, 0.2673, 0.0299], [0.1516, 0.5590, -0.8838], [0.1936, -0.3863, 1.5402], [0.2029, 0.1549, -0.1534], [0.0193, 0.4554, -0.9646], [0.2135, -0.0190, 0.5474], [-0.1420, -0.0331, -0.3304], [-0.2660, -0.4208, 0.4941], [0.3880, 0.6088, 0.0475], [-0.8399, -0.8984, -0.1408], [0.0728, -0.1861, 0.6646], [-0.6060, -0.1837, -1.0322]]
}